Entry 1:
A gas-phase ion, C3H8NS (charge -2) in a non-equilibrium geometry, computed with ωB97M-V with the def2-TZVPD basis set.

```
13
Properties=species:S:1:pos:R:3:forces:R:3
C -0.842958 0.373112 -0.371083 0.66 -1.44 0.62
C -0.343601 -1.061042 -0.932228 -2.51 3.21 -3.15
S 1.123643 -1.248485 -2.026681 0.05 0.35 0.27
C -0.009611 0.975984 0.877355 1.61 0.00 -1.87
N 1.480261 0.329380 1.143419 -2.85 2.88 0.51
H -0.938974 0.955128 -1.314851 0.34 0.27 0.93
H -1.934771 0.240332 0.026995 1.63 0.09 -0.61
H -0.324817 -1.777127 -0.213917 -0.06 -2.00 2.31
H -1.265863 -1.227537 -1.618612 1.24 -0.47 0.98
H 0.298373 2.102651 0.538439 -1.11 -2.37 1.50
H -0.723238 0.718542 1.768205 1.72 0.99 -0.86
H 2.045411 0.059707 0.382398 -0.15 -0.11 -1.68
H 1.436146 -0.440645 1.740560 -0.58 -1.38 1.06
```
Positions in Å, forces in eV/Å.

The charge is -2. The gap between HOMO and LUMO (alpha / beta) comes out at 1.940 / 5.582 eV. As for the expectation value of S²: 0.75. The spin multiplicity is 2. The value obtained for the LUMO energy (alpha / beta) is 6.3 / 6.2 eV. The calculation puts the max |F| at 5.152 eV/A. The HOMO energy (alpha / beta) is 0.162 / 0.023 hartree.

=====

Entry 2:
A single C3H8NS molecule in a non-equilibrium geometry, computed with ωB97M-V with the def2-TZVPD basis set.

```
13
Properties=species:S:1:pos:R:3:forces:R:3
C 0.581130 0.870329 1.023205 -0.32 -1.22 -2.09
C 0.252310 0.082231 -0.335086 0.84 1.81 0.57
C 0.110962 -1.466056 -0.249751 -1.10 1.34 -0.95
S -1.302837 -1.807184 0.872021 1.04 -0.35 -0.55
N -0.880472 0.823737 -1.020572 0.36 -2.50 0.20
H 1.184120 1.629797 0.596629 0.61 1.28 0.23
H 1.205218 0.327636 1.725629 -0.34 -0.17 0.24
H -0.332273 1.321885 1.396030 0.04 -0.26 0.60
H 1.123900 0.311230 -0.990769 -0.30 -0.70 0.41
H -0.189486 -1.678039 -1.300561 -0.14 -0.46 0.61
H 1.083387 -1.966383 -0.118873 -0.56 0.13 0.61
H -1.556800 0.050569 -1.221093 0.16 1.50 0.23
H -1.279159 1.500247 -0.376809 -0.29 -0.41 -0.12
```
Positions in Å, forces in eV/Å.

The charge is 0. The gap between HOMO and LUMO (alpha / beta) comes out at 10.321 / 7.018 eV. As for the expectation value of S²: 0.75. The spin multiplicity is 2. The value obtained for the LUMO energy (alpha / beta) is 1.0 / -2.0 eV. The calculation puts the max |F| at 2.533 eV/A. The HOMO energy (alpha / beta) is -0.344 / -0.333 hartree.

=====

Entry 3:
A gas-phase ion, C3H8NS2 (charge +1) in a non-equilibrium geometry, computed with ωB97M-V with the def2-TZVPD basis set.

```
14
Properties=species:S:1:pos:R:3:forces:R:3
C 0.735656 -0.272054 -1.699463 0.63 -0.23 1.37
N 0.389876 -0.052095 -0.201031 -0.68 -0.36 0.86
C -0.208236 -0.848876 0.741211 -0.95 3.49 -0.49
C -0.841650 0.030779 1.826586 0.47 -2.66 -0.14
S -0.696363 -2.488460 1.032207 0.61 0.84 -1.61
S 0.936938 -3.353885 0.233086 1.43 -1.11 0.76
H 1.260582 0.611638 -2.066487 -0.19 0.01 0.38
H 1.453010 -1.073577 -1.660399 0.28 -0.35 -0.41
H -0.061226 -0.514660 -2.427530 -0.19 0.16 1.18
H 0.630041 0.934350 0.222394 -0.78 -2.55 -1.54
H -1.885770 -0.352861 1.980045 0.34 1.20 -0.80
H -0.602880 1.025522 1.486913 -0.94 0.62 1.14
H -0.467056 -0.369782 2.772680 0.66 0.98 0.21
H 0.751909 -3.314720 -1.064472 -0.71 -0.04 -0.90
```
Positions in Å, forces in eV/Å.

The charge is +1. The gap between HOMO and LUMO comes out at 9.149 eV. The value obtained for the LUMO energy is -4.9 eV. The calculation puts the max |F| at 3.653 eV/A. The HOMO energy is -0.518 hartree. Its SMILES is C/[NH+]=C(/C)SS.

=====

Entry 4:
2 unconnected molecules or ions with the total composition C3H8O in a non-equilibrium geometry, computed with ωB97M-V with the def2-TZVPD basis set.

```
12
Properties=species:S:1:pos:R:3:forces:R:3
C 0.415101 1.020236 -0.859464 -0.11 0.37 -0.36
C -0.194909 0.491036 0.417996 -0.61 0.33 0.32
C 0.579211 -0.597484 1.125056 -0.04 -0.28 0.45
O -1.251688 0.918076 0.853506 0.88 -0.34 -0.35
H -0.227389 1.802465 -1.297573 0.24 -0.37 0.26
H 0.529551 0.206236 -1.594933 0.06 0.24 0.31
H 1.408911 1.453796 -0.657044 -0.29 -0.26 -0.08
H 0.688391 -1.476733 0.468086 0.05 0.36 0.16
H 1.584630 -0.236014 1.399046 -0.30 -0.15 -0.21
H 0.054441 -0.908063 2.044166 0.18 0.19 -0.44
H -1.899208 -1.055734 -0.711023 0.17 -0.66 -0.55
H -1.687038 -1.617823 -1.187813 -0.24 0.58 0.49
```
Positions in Å, forces in eV/Å.

The charge is 0. The gap between HOMO and LUMO comes out at 10.790 eV. The value obtained for the LUMO energy is 1.0 eV. The calculation puts the max |F| at 1.006 eV/A. The HOMO energy is -0.358 hartree. Its SMILES is CC(C)=O.[H][H].

=====

Entry 5:
A single C3H8O molecule in a non-equilibrium geometry, computed with ωB97M-V with the def2-TZVPD basis set.

```
12
Properties=species:S:1:pos:R:3:forces:R:3
C 1.206922 0.743950 -0.736565 -0.09 -0.31 0.12
C -0.195837 0.109257 -0.557849 -0.20 -0.92 -0.06
C -0.453777 -0.568336 0.894564 0.69 1.01 -2.48
O -1.572614 -1.430859 1.006945 -0.03 0.47 -0.24
H 1.367807 1.676077 -0.169367 -0.31 -0.38 0.00
H 1.406292 1.001050 -1.788497 -0.24 -0.16 0.29
H 1.987075 0.042176 -0.428233 -0.01 0.04 -0.03
H -0.943765 0.901427 -0.793633 0.16 -0.72 0.42
H -0.366090 -0.721586 -1.218738 0.17 -0.10 -1.00
H -0.516982 0.450247 1.203890 -0.35 0.10 2.93
H 0.416677 -1.185320 1.160400 -0.12 0.78 0.17
H -2.335708 -1.018084 1.427083 0.33 0.20 -0.12
```
Positions in Å, forces in eV/Å.

The charge is 0. The gap between HOMO and LUMO comes out at 10.721 eV. The value obtained for the LUMO energy is 1.0 eV. The calculation puts the max |F| at 2.951 eV/A. The HOMO energy is -0.356 hartree. Its SMILES is CCCO.

=====

Entry 6:
2 unconnected molecules or ions with the total composition C3H8O in a non-equilibrium geometry, computed with ωB97M-V with the def2-TZVPD basis set.

```
12
Properties=species:S:1:pos:R:3:forces:R:3
C 2.282325 -0.834451 0.176824 -0.81 2.28 -0.75
C 1.341746 0.149276 0.329152 0.65 -2.02 0.44
O 1.249601 1.091741 -0.651483 0.01 1.20 0.17
H 2.439914 -1.663318 0.847035 -0.21 0.01 0.04
H 2.964469 -0.677653 -0.712380 -0.81 -0.44 1.22
H 0.514287 0.228168 1.101415 1.40 -0.39 -0.67
H 1.181467 1.973551 -0.233152 -0.13 -0.64 -0.41
C -2.438723 -0.078425 -0.183978 2.42 1.58 -0.82
H -2.669885 0.535334 -1.098466 0.21 -0.86 0.87
H -2.331064 -1.128395 -0.372615 -0.33 -0.46 -0.26
H -1.422017 0.255515 0.207829 -1.24 -0.29 -0.69
H -3.112116 0.148655 0.589824 -1.16 0.04 0.87
```
Positions in Å, forces in eV/Å.

The charge is 0. The gap between HOMO and LUMO comes out at 10.073 eV. The value obtained for the LUMO energy is 0.9 eV. The calculation puts the max |F| at 3.006 eV/A. The HOMO energy is -0.337 hartree. Its SMILES is C=CO.C.

=====

Copy entry 3 word for word.
A gas-phase ion, C3H8NS2 (charge +1) in a non-equilibrium geometry, computed with ωB97M-V with the def2-TZVPD basis set.

```
14
Properties=species:S:1:pos:R:3:forces:R:3
C 0.735656 -0.272054 -1.699463 0.63 -0.23 1.37
N 0.389876 -0.052095 -0.201031 -0.68 -0.36 0.86
C -0.208236 -0.848876 0.741211 -0.95 3.49 -0.49
C -0.841650 0.030779 1.826586 0.47 -2.66 -0.14
S -0.696363 -2.488460 1.032207 0.61 0.84 -1.61
S 0.936938 -3.353885 0.233086 1.43 -1.11 0.76
H 1.260582 0.611638 -2.066487 -0.19 0.01 0.38
H 1.453010 -1.073577 -1.660399 0.28 -0.35 -0.41
H -0.061226 -0.514660 -2.427530 -0.19 0.16 1.18
H 0.630041 0.934350 0.222394 -0.78 -2.55 -1.54
H -1.885770 -0.352861 1.980045 0.34 1.20 -0.80
H -0.602880 1.025522 1.486913 -0.94 0.62 1.14
H -0.467056 -0.369782 2.772680 0.66 0.98 0.21
H 0.751909 -3.314720 -1.064472 -0.71 -0.04 -0.90
```
Positions in Å, forces in eV/Å.

The charge is +1. The gap between HOMO and LUMO comes out at 9.149 eV. The value obtained for the LUMO energy is -4.9 eV. The calculation puts the max |F| at 3.653 eV/A. The HOMO energy is -0.518 hartree. Its SMILES is C/[NH+]=C(/C)SS.